Entry from the OMol25 dataset: 8 unconnected molecules or ions with the total composition C49H39IN2O31PS at a distorted geometry (ωB97M-V/def2-TZVPD).

Each line ends with the Mulliken charge.
CARTESIAN COORDINATES (ANGSTROEM)
C: -2.59323 -6.97121 -6.37637  -0.799
C: -2.87641 -5.88202 -7.57339  -0.441
I: -5.09046 -5.85618 -7.85468  0.067
C: -2.46247 -4.33712 -7.20177  -0.619
C: -0.91150 -4.22299 -6.63069  0.030
C: -0.49603 -3.10420 -5.52253  -0.282
C: 1.03115 -3.01887 -4.91561  0.474
P: 1.60416 -1.74637 -3.60746  0.255
O: 2.26155 -2.68032 -2.29369  -0.459
O: 0.20414 -0.81926 -3.03412  -0.263
C: 2.02847 -4.16398 -5.61890  0.135
O: 3.46973 -4.26782 -5.21749  -0.410
N: 1.38103 -5.04005 -6.64358  0.315
S: 2.53087 -6.19247 -7.38459  -0.103
N: 0.12692 -5.15574 -7.13247  -0.392
H: -2.13512 -6.51945 -5.39862  0.224
H: -3.57293 -7.57363 -6.06748  0.355
H: -1.83261 -7.78377 -6.80340  0.203
H: -2.40454 -6.28137 -8.57874  0.475
H: -2.61127 -3.61469 -8.13348  0.347
H: -3.18087 -3.99118 -6.31427  0.411
H: -1.33598 -2.36341 -5.14100  0.241
H: 1.94078 -2.27096 -1.42928  0.323
H: -0.64104 -1.34961 -3.17383  0.281
H: 3.41814 -4.87614 -4.39792  0.400
H: 2.45246 -5.91054 -8.78250  0.232
C: -4.21462 3.39088 -1.26599  -0.506
C: -3.05103 4.01492 -1.45923  -0.064
C: -1.96377 3.39258 -2.26435  0.960
O: -0.91256 3.99836 -2.44038  -0.655
C: -2.19954 2.05103 -2.82045  -1.041
C: -3.36191 1.42572 -2.62418  0.453
C: -4.45878 2.05975 -1.84250  0.889
O: -5.52272 1.46788 -1.69465  -0.681
O: -3.58918 0.16367 -3.14166  -0.568
O: -2.81329 5.26511 -0.91829  -0.563
H: -5.01430 3.83257 -0.68483  0.625
H: -1.39447 1.60280 -3.38851  0.478
H: -4.50149 -0.07153 -2.86441  0.339
H: -1.90329 5.50275 -1.20062  0.376
C: -1.66677 3.95945 2.28631  -0.934
C: -0.92297 4.32824 3.33105  0.147
C: 0.34602 3.62384 3.66439  0.616
O: 1.01788 3.99755 4.61936  -0.608
C: 0.74450 2.48581 2.82136  -0.660
C: -0.00122 2.11500 1.77875  -0.049
C: -1.25544 2.83681 1.42936  1.166
O: -1.91013 2.48413 0.45409  -0.439
O: 0.36598 1.04468 0.98390  -0.530
O: -1.30452 5.38080 4.14263  -0.450
H: -2.59017 4.46403 2.03127  0.592
H: 1.65966 1.97149 3.08538  0.631
H: -0.33311 0.97765 0.29741  0.205
H: -0.60234 5.45158 4.82542  0.339
C: 0.30520 -4.05349 2.47196  -1.069
C: 1.02941 -4.76173 3.34066  0.310
C: 2.04742 -4.11079 4.21105  0.944
O: 2.68421 -4.78473 5.01311  -0.624
C: 2.25297 -2.66123 4.06567  -0.560
C: 1.53108 -1.95376 3.19446  0.216
C: 0.49421 -2.60028 2.34414  0.825
O: -0.16624 -1.92060 1.56569  -0.591
O: 1.72100 -0.59160 3.05077  -0.347
O: 0.85920 -6.12840 3.46453  -0.573
H: -0.43965 -4.51344 1.83480  0.434
H: 3.00838 -2.20376 4.69161  0.475
H: 1.07982 -0.31004 2.36221  0.212
H: 1.49611 -6.40887 4.15732  0.354
C: 6.17979 -2.86330 1.54601  -0.964
C: 7.46719 -2.54642 1.39468  0.247
C: 7.97126 -1.18267 1.71675  0.876
O: 9.16301 -0.92662 1.58560  -0.608
C: 6.99955 -0.18096 2.18251  -0.790
C: 5.71160 -0.49707 2.33047  0.317
C: 5.21294 -1.86821 2.03475  0.838
O: 4.02677 -2.13375 2.19798  -0.291
O: 4.79251 0.44022 2.76519  -0.558
O: 8.38136 -3.47568 0.93327  -0.587
H: 5.80024 -3.85133 1.31781  0.504
H: 7.37608 0.81121 2.39598  0.466
H: 3.93153 -0.03149 2.79168  0.227
H: 9.24329 -3.00565 0.91257  0.356
C: -6.48589 8.88275 4.29980  -0.967
C: -5.74210 9.25155 5.34454  0.342
C: -4.47311 8.54714 5.67788  0.925
O: -3.80125 8.92085 6.63284  -0.603
C: -4.07462 7.40912 4.83485  -0.702
C: -4.82034 7.03831 3.79223  0.080
C: -6.07456 7.76011 3.44285  0.929
O: -6.72925 7.40744 2.46758  -0.604
O: -4.45315 5.96799 2.99739  -0.379
O: -6.12365 10.30411 6.15611  -0.559
H: -7.40929 9.38734 4.04476  0.419
H: -3.15947 6.89480 5.09887  0.506
H: -5.15224 5.90095 2.31089  0.263
H: -5.42147 10.37488 6.83891  0.351
C: 8.42098 -8.29344 2.83456  -0.951
C: 9.14520 -9.00167 3.70326  0.336
C: 10.16320 -8.35073 4.57365  0.915
O: 10.80000 -9.02468 5.37571  -0.597
C: 10.36876 -6.90118 4.42826  -0.838
C: 9.64687 -6.19371 3.55706  0.385
C: 8.61000 -6.84023 2.70674  0.936
O: 7.94954 -6.16054 1.92828  -0.542
O: 9.83678 -4.83155 3.41337  -0.536
O: 8.97499 -10.36835 3.82713  -0.563
H: 7.67613 -8.75338 2.19740  0.412
H: 11.12417 -6.44370 5.05421  0.432
H: 9.19561 -4.54998 2.72481  0.258
H: 9.61190 -10.64881 4.51992  0.352
C: -8.59612 5.97562 -3.83788  -0.786
C: -7.87191 5.26739 -2.96918  0.288
C: -6.85390 5.91833 -2.09879  0.849
O: -6.21711 5.24438 -1.29673  -0.560
C: -6.64835 7.36788 -2.24418  -0.908
C: -7.37024 8.07535 -3.11539  0.368
C: -8.40711 7.42883 -3.96570  0.851
O: -9.06756 8.10851 -4.74416  -0.602
O: -7.18032 9.43751 -3.25908  -0.570
O: -8.04212 3.90071 -2.84531  -0.607
H: -9.34097 5.51568 -4.47504  0.438
H: -5.89294 7.82536 -1.61823  0.476
H: -7.82150 9.71907 -3.94764  0.349
H: -7.40520 3.62024 -2.15252  0.308

## Properties
Charge ... +1
Energy ... -146103.06453 eV